# 1
Formula: C28H33N7O2
Source: OMol25
Level of theory: the ωB97M-V functional and the def2-TZVPD basis

The geometry in XYZ format:
```
70
Properties=species:S:1:pos:R:3:forces:R:3
C 3.543 1.053 -5.043 0.1 0.1 -0.2
O 3.214 0.391 -3.849 0.1 -0.4 0.4
C 3.782 -0.834 -3.595 -0.1 0.1 0.1
C 4.736 -1.414 -4.418 0.0 0.1 -0.1
C 5.329 -2.622 -4.087 0.0 0.0 0.0
C 4.963 -3.270 -2.924 0.1 0.0 0.0
C 3.993 -2.714 -2.111 0.0 0.1 -0.1
C 3.379 -1.501 -2.417 0.2 -0.1 -0.3
N 2.383 -1.041 -1.558 -0.1 0.2 0.1
C 2.712 -0.800 -0.173 0.0 -0.1 0.3
C 1.476 -1.020 0.699 0.3 0.1 0.0
N 0.437 -0.114 0.250 -0.1 0.0 0.2
C 0.101 -0.425 -1.130 0.2 0.1 -0.4
C 1.327 -0.164 -2.005 -0.5 -0.1 0.0
H 1.083 -0.390 -3.041 0.0 0.1 0.0
H 1.614 0.895 -1.926 -0.1 0.0 -0.1
H -0.740 0.191 -1.445 0.0 0.0 -0.1
H -0.190 -1.481 -1.247 0.0 0.1 0.0
C -0.694 -0.013 1.155 0.0 0.2 0.1
C -1.703 -1.105 0.987 -0.1 -0.9 0.4
N -2.520 -1.227 -0.038 0.5 0.9 -0.1
N -3.215 -2.337 0.166 -0.7 -0.3 -0.6
N -2.875 -2.899 1.248 0.0 -0.9 1.0
N -1.913 -2.161 1.809 0.1 1.0 -1.4
C -1.360 -2.493 3.090 -0.1 -0.2 0.5
H -0.564 -1.773 3.298 -0.1 -0.1 -0.1
C -0.813 -3.935 3.134 0.1 -0.1 0.0
C -1.427 -4.581 4.384 0.1 0.0 0.1
C -1.909 -3.405 5.234 -0.1 0.0 -0.1
H -2.675 -3.695 5.951 0.0 0.0 0.1
H -1.073 -2.963 5.780 0.0 0.0 0.1
C -2.429 -2.428 4.189 0.1 0.1 0.2
H -2.572 -1.413 4.553 -0.1 0.0 0.0
H -3.373 -2.787 3.777 0.0 0.0 0.0
H -0.713 -5.211 4.911 0.0 -0.1 0.0
H -2.281 -5.195 4.101 0.0 -0.1 0.0
H -1.104 -4.474 2.233 0.1 0.0 0.0
H 0.276 -3.925 3.188 0.0 0.0 0.0
C -1.428 1.301 1.026 0.3 0.1 -0.2
C -1.071 2.306 0.200 -0.1 -0.4 0.4
C -1.844 3.503 0.111 -0.5 0.2 0.2
C -1.517 4.557 -0.750 -0.2 0.0 0.1
C -2.299 5.690 -0.826 0.1 0.0 0.0
C -3.441 5.774 -0.020 0.1 -0.2 0.1
C -3.787 4.757 0.838 0.0 0.0 0.0
C -2.993 3.611 0.915 0.4 0.3 -0.5
N -3.298 2.587 1.771 -0.3 -0.1 0.2
C -2.581 1.425 1.912 -0.2 0.4 0.0
O -2.905 0.595 2.749 0.1 -0.2 0.2
H -4.117 2.675 2.361 0.2 -0.1 0.0
H -4.670 4.836 1.455 -0.1 0.0 0.1
H -4.059 6.658 -0.076 -0.1 0.1 0.0
C -1.956 6.820 -1.748 0.0 0.0 0.0
H -2.763 6.986 -2.460 0.0 0.1 -0.1
H -1.044 6.608 -2.300 0.1 0.0 -0.1
H -1.816 7.740 -1.183 0.0 0.1 0.0
H -0.634 4.465 -1.365 0.1 0.0 -0.1
H -0.187 2.213 -0.411 0.1 -0.1 -0.1
H -0.306 -0.058 2.181 0.0 0.0 -0.2
H 1.726 -0.797 1.740 0.0 0.0 0.0
H 1.163 -2.077 0.627 0.0 0.0 0.0
H 3.516 -1.466 0.141 0.0 0.0 0.0
H 3.046 0.242 -0.033 0.0 -0.1 0.1
H 3.683 -3.236 -1.218 -0.1 0.0 0.1
H 5.417 -4.211 -2.655 0.0 -0.1 0.0
H 6.075 -3.045 -4.742 0.1 0.0 -0.1
H 5.048 -0.915 -5.322 0.0 0.1 -0.1
H 2.952 1.968 -5.040 0.1 0.0 -0.1
H 3.281 0.457 -5.923 0.0 0.0 0.0
H 4.607 1.313 -5.083 0.0 0.0 0.0
```
Positions in Å, forces in eV/Å.

Computed properties:
LUMO in eV: 0.254
Energy relative to the best compared isomer or geometry (same formula, charge and spin) in kcal per mole: 31.6
SMILES string: COc1ccccc1N1CCN([C@@H](c2cc3cc(C)ccc3[nH]c2=O)c2nnnn2C2CCCC2)CC1
Gap between HOMO and LUMO in Ha: 0.290
Calculated total energy in Eh: -1620.53772

Partial atomic charges computed with the natural (NBO) method, in multiples of e: atom 1 (C): -0.2482, atom 2 (O): -0.5098, atom 3 (C): 0.2394, atom 4 (C): -0.2794, atom 5 (C): -0.2202, atom 6 (C): -0.2289, atom 7 (C): -0.2313, atom 8 (C): 0.2036, atom 9 (N): -0.4784, atom 10 (C): -0.2092, atom 11 (C): -0.2204, atom 12 (N): -0.4483, atom 13 (C): -0.2434, atom 14 (C): -0.1975, atom 15 (H): 0.2181, atom 16 (H): 0.1748, atom 17 (H): 0.2224, atom 18 (H): 0.1878, atom 19 (C): -0.1184, atom 20 (C): 0.3502, atom 21 (N): -0.3289, atom 22 (N): -0.0631, atom 23 (N): -0.0819, atom 24 (N): -0.1858, atom 25 (C): -0.0292, atom 26 (H): 0.2099, atom 27 (C): -0.4190, atom 28 (C): -0.4017, atom 29 (C): -0.4001, atom 30 (H): 0.2160, atom 31 (H): 0.1923, atom 32 (C): -0.4118, atom 33 (H): 0.2338, atom 34 (H): 0.2216, atom 35 (H): 0.2099, atom 36 (H): 0.2071, atom 37 (H): 0.2326, atom 38 (H): 0.2066, atom 39 (C): -0.0283, atom 40 (C): -0.1620, atom 41 (C): -0.0416, atom 42 (C): -0.1792, atom 43 (C): -0.0431, atom 44 (C): -0.1811, atom 45 (C): -0.2274, atom 46 (C): 0.1653, atom 47 (N): -0.5525, atom 48 (C): 0.6264, atom 49 (O): -0.6452, atom 50 (H): 0.4156, atom 51 (H): 0.2117, atom 52 (H): 0.2135, atom 53 (C): -0.6227, atom 54 (H): 0.2194, atom 55 (H): 0.2150, atom 56 (H): 0.2186, atom 57 (H): 0.2085, atom 58 (H): 0.2283, atom 59 (H): 0.2310, atom 60 (H): 0.1984, atom 61 (H): 0.1711, atom 62 (H): 0.2115, atom 63 (H): 0.1762, atom 64 (H): 0.2102, atom 65 (H): 0.2126, atom 66 (H): 0.2121, atom 67 (H): 0.2157, atom 68 (H): 0.1981, atom 69 (H): 0.1771, atom 70 (H): 0.1756

# 2
Formula: C28H33N8ORbS2
Source: OMol25
Level of theory: the ωB97M-V functional and the def2-TZVPD basis

The geometry in XYZ format:
```
73
Properties=species:S:1:pos:R:3:forces:R:3
Rb -1.345 0.615 -0.179 -0.4 0.2 0.2
C -0.550 -0.151 -5.247 -0.1 0.0 0.0
C -1.068 0.314 -3.914 0.3 -0.1 0.1
N -0.518 0.013 -2.788 -0.1 0.1 -0.6
N 0.533 -0.854 -2.847 0.3 -0.2 0.0
C 1.281 -0.823 -1.752 -0.3 0.1 -0.1
O 1.174 -0.028 -0.780 0.3 -0.1 0.1
C 2.380 -1.850 -1.717 0.1 0.0 -0.1
C 2.526 -2.813 -2.714 0.0 0.0 0.0
C 3.549 -3.746 -2.642 0.0 0.0 0.0
C 4.441 -3.729 -1.576 0.0 0.0 0.0
C 4.301 -2.773 -0.580 0.0 0.0 0.0
C 3.275 -1.842 -0.653 0.0 0.0 0.0
C -2.242 1.216 -3.886 -0.1 0.1 0.1
C -2.797 1.703 -5.072 0.0 0.0 -0.1
C -3.881 2.560 -5.021 0.0 0.0 0.0
C -4.398 2.922 -3.788 0.0 0.0 0.0
C -3.791 2.391 -2.661 0.0 0.0 0.0
N -2.754 1.563 -2.697 -0.1 0.0 0.1
H 0.273 -0.838 -5.085 0.0 0.0 0.0
H -0.191 0.696 -5.838 0.0 0.0 0.0
H -1.333 -0.652 -5.822 0.0 0.0 0.0
H 1.826 -2.814 -3.538 0.0 0.0 0.0
H 3.653 -4.492 -3.421 0.0 0.0 0.0
H 5.242 -4.457 -1.524 0.0 0.0 0.0
H 4.993 -2.752 0.253 0.0 0.0 0.0
H 3.145 -1.091 0.116 0.0 0.0 0.0
H -2.381 1.418 -6.027 0.0 0.0 0.0
H -4.315 2.944 -5.936 0.0 0.0 0.0
H -5.242 3.592 -3.694 0.0 0.0 0.0
H -4.161 2.650 -1.673 0.0 0.0 0.0
C -2.047 -4.959 1.934 0.0 0.0 0.0
N -1.866 -3.860 2.859 0.0 0.1 0.0
C -1.394 -3.966 4.149 0.0 -0.1 -0.1
C -1.348 -2.737 4.667 0.0 0.1 -0.1
N -1.792 -1.841 3.684 0.0 0.1 0.0
C -2.132 -2.558 2.538 0.0 -0.2 0.1
S -2.750 -2.136 1.052 0.0 0.1 0.1
C -1.846 -0.436 3.915 0.0 0.0 0.0
C -1.316 0.072 5.103 0.1 0.0 0.1
C -1.389 1.431 5.339 0.0 0.0 -0.1
C -1.975 2.251 4.388 0.0 0.0 0.0
C -2.452 1.652 3.237 0.0 0.0 -0.1
N -2.393 0.341 2.996 0.1 -0.2 0.0
H -1.761 -5.879 2.439 0.0 0.0 0.0
H -1.431 -4.810 1.048 0.0 0.0 0.0
H -3.086 -5.015 1.613 0.0 0.0 0.0
H -1.139 -4.913 4.591 0.0 0.0 0.0
H -1.061 -2.443 5.655 0.0 0.0 0.0
H -0.831 -0.554 5.834 0.0 0.0 0.0
H -0.982 1.841 6.254 0.0 0.0 0.0
H -2.053 3.322 4.517 0.0 0.0 0.0
H -2.888 2.262 2.454 0.0 0.0 0.0
C 3.324 2.485 -1.527 -0.1 0.0 0.1
C 2.799 3.398 -0.428 0.0 -0.1 -0.1
N 1.337 3.403 -0.361 0.1 0.0 0.0
C 0.543 3.242 0.710 0.2 0.0 0.1
S -0.980 3.980 0.758 -0.1 0.0 0.0
N 0.954 2.487 1.751 0.0 -0.1 0.0
C 1.970 1.431 1.780 0.0 0.0 0.0
C 1.457 0.232 2.559 0.0 0.0 0.0
H 4.412 2.535 -1.574 0.0 0.0 0.0
H 2.928 2.789 -2.498 0.0 0.0 0.0
H 3.012 1.457 -1.345 0.0 0.0 0.0
H 3.126 4.426 -0.599 0.0 0.0 0.0
H 3.196 3.106 0.538 0.0 0.0 0.0
H 0.872 3.907 -1.100 0.0 0.0 0.0
H 0.286 2.483 2.507 0.0 0.0 0.0
H 2.886 1.803 2.249 0.0 0.0 0.0
H 2.180 1.119 0.761 0.0 0.0 0.0
H 1.150 0.518 3.568 0.0 0.0 0.0
H 2.241 -0.521 2.639 0.0 0.0 0.0
H 0.611 -0.233 2.048 0.0 0.0 0.0
```
Positions in Å, forces in eV/Å.

Computed properties:
LUMO in eV: 0.191
Energy relative to the best compared isomer or geometry (same formula, charge and spin) in kcal per mole: 4.0
Gap between HOMO and LUMO in Ha: 0.260
Calculated total energy in Eh: -2420.58332

Partial atomic charges computed with the Mulliken method, in multiples of e: atom 1 (Rb): 0.6968, atom 2 (C): -1.3298, atom 3 (C): 0.2809, atom 4 (N): 0.4268, atom 5 (N): -0.6774, atom 6 (C): -0.5275, atom 7 (O): -0.1294, atom 8 (C): 0.4084, atom 9 (C): -0.2918, atom 10 (C): -0.7078, atom 11 (C): -0.3402, atom 12 (C): -0.7684, atom 13 (C): 0.0070, atom 14 (C): 0.3446, atom 15 (C): -0.6688, atom 16 (C): -0.4519, atom 17 (C): -0.6572, atom 18 (C): -0.1994, atom 19 (N): 0.1069, atom 20 (H): 0.2650, atom 21 (H): 0.3197, atom 22 (H): 0.3441, atom 23 (H): 0.4222, atom 24 (H): 0.3899, atom 25 (H): 0.3826, atom 26 (H): 0.4072, atom 27 (H): 0.2821, atom 28 (H): 0.2911, atom 29 (H): 0.4079, atom 30 (H): 0.3816, atom 31 (H): 0.3538, atom 32 (C): -0.8760, atom 33 (N): 0.1101, atom 34 (C): -0.4811, atom 35 (C): -0.4495, atom 36 (N): 0.3512, atom 37 (C): -0.0433, atom 38 (S): -0.3342, atom 39 (C): 0.9376, atom 40 (C): -0.6114, atom 41 (C): -0.6828, atom 42 (C): -0.5504, atom 43 (C): -0.3634, atom 44 (N): -0.1663, atom 45 (H): 0.3072, atom 46 (H): 0.3200, atom 47 (H): 0.3274, atom 48 (H): 0.4371, atom 49 (H): 0.3749, atom 50 (H): 0.2059, atom 51 (H): 0.3966, atom 52 (H): 0.4070, atom 53 (H): 0.4681, atom 54 (C): -0.8145, atom 55 (C): -0.5344, atom 56 (N): 0.0335, atom 57 (C): 0.0396, atom 58 (S): -0.3428, atom 59 (N): -0.0526, atom 60 (C): 0.1255, atom 61 (C): -1.2938, atom 62 (H): 0.3483, atom 63 (H): 0.3243, atom 64 (H): 0.0376, atom 65 (H): 0.4227, atom 66 (H): 0.2548, atom 67 (H): 0.2754, atom 68 (H): 0.0954, atom 69 (H): 0.2098, atom 70 (H): -0.0488, atom 71 (H): 0.5094, atom 72 (H): 0.4982, atom 73 (H): 0.0588

# 3
Formula: C28H34Br2IrN5O3S4
Source: OMol25
Level of theory: the ωB97M-V functional and the def2-TZVPD basis

The geometry in XYZ format:
```
77
Properties=species:S:1:pos:R:3:forces:R:3
Ir 0.658 -0.120 -0.260 0.2 -0.1 0.1
Br 1.914 -2.349 4.168 0.0 0.0 0.0
C 0.469 -2.700 3.011 0.0 0.0 0.0
C -0.516 -3.629 3.390 0.0 0.0 0.0
C -1.573 -3.899 2.569 0.0 0.0 0.0
Br -2.889 -5.129 3.133 0.0 0.0 0.0
C -1.686 -3.260 1.310 0.0 0.0 0.0
C -2.715 -3.485 0.370 0.0 0.0 0.0
C -2.713 -2.812 -0.819 0.0 0.0 0.0
C -1.706 -1.871 -1.080 0.0 0.0 0.0
N -0.749 -1.624 -0.213 -0.1 -0.1 0.0
C -0.697 -2.321 0.966 0.0 0.1 0.0
C 0.399 -2.015 1.819 0.0 0.0 0.1
O 1.276 -1.101 1.450 -0.1 0.0 -0.1
H -0.429 -4.125 4.347 0.0 0.0 0.0
H -3.495 -4.197 0.601 0.0 0.0 0.0
H -3.482 -2.976 -1.559 0.0 0.0 0.0
H -1.687 -1.298 -1.998 0.0 0.0 0.0
C -0.777 4.293 -3.277 0.0 0.0 0.0
C -1.734 3.126 -3.467 0.0 0.0 0.0
N -2.300 2.638 -2.204 0.0 0.0 -0.1
C -3.540 3.269 -1.724 0.0 0.0 0.0
C -3.316 4.259 -0.590 0.0 0.0 0.0
C -1.710 1.690 -1.481 -0.1 0.0 0.0
S -0.222 1.017 -2.088 0.0 0.0 -0.1
N -2.386 1.285 -0.394 0.1 0.0 0.0
C -1.873 0.859 0.733 0.0 0.0 0.1
O -0.627 0.836 1.050 -0.1 0.1 0.1
C -2.822 0.366 1.765 0.0 0.0 0.0
C -4.193 0.338 1.519 0.0 0.0 0.0
C -5.053 -0.213 2.454 0.0 0.0 0.0
C -4.550 -0.731 3.641 0.0 0.0 0.0
C -3.186 -0.685 3.900 0.0 0.0 0.0
C -2.323 -0.133 2.968 0.0 0.0 0.0
H -0.371 4.598 -4.241 0.0 0.0 0.0
H 0.055 4.006 -2.634 0.0 0.0 0.0
H -1.284 5.153 -2.840 0.0 0.0 0.0
H -1.238 2.297 -3.970 0.0 0.0 0.0
H -2.574 3.421 -4.094 0.0 0.0 0.0
H -4.218 2.479 -1.406 0.0 0.0 0.0
H -3.982 3.770 -2.583 0.0 0.0 0.0
H -2.938 3.752 0.297 0.0 0.0 0.0
H -4.261 4.736 -0.327 0.0 0.0 0.0
H -2.614 5.041 -0.879 0.0 0.0 0.0
H -4.571 0.735 0.587 0.0 0.0 0.0
H -6.117 -0.239 2.260 0.0 0.0 0.0
H -5.223 -1.163 4.369 0.0 0.0 0.0
H -2.796 -1.078 4.830 0.0 0.0 0.0
H -1.261 -0.082 3.163 0.0 0.0 0.0
C 0.544 3.800 0.698 0.0 0.0 0.0
O 1.239 3.141 1.784 0.0 0.0 0.0
C 2.031 2.156 1.521 0.1 0.0 0.0
S 2.942 1.343 2.602 -0.1 0.0 -0.1
S 2.349 1.469 -0.059 0.0 0.0 0.1
H -0.131 4.497 1.182 0.0 0.0 0.0
H -0.005 3.064 0.116 0.0 0.0 0.0
H 1.264 4.330 0.077 0.0 0.0 0.0
C 5.933 -1.129 0.862 0.0 0.0 0.0
C 4.846 -2.190 0.965 0.0 0.0 0.0
N 3.622 -1.818 0.266 0.0 0.0 0.0
C 3.441 -1.867 -1.042 0.0 0.0 0.0
S 1.980 -1.312 -1.794 0.0 0.0 0.0
N 4.396 -2.376 -1.823 0.0 0.0 0.0
C 4.386 -2.383 -3.287 0.0 0.0 0.0
C 4.897 -1.080 -3.880 0.0 0.0 0.0
H 6.819 -1.443 1.411 0.0 0.0 0.0
H 5.580 -0.187 1.283 0.0 0.0 0.0
H 6.224 -0.941 -0.173 0.0 0.0 0.0
H 4.561 -2.340 2.006 0.0 0.0 0.0
H 5.197 -3.163 0.608 0.0 0.0 0.0
H 2.821 -1.525 0.831 0.0 0.0 0.0
H 5.239 -2.691 -1.373 0.0 0.0 0.0
H 3.373 -2.598 -3.622 0.0 0.0 0.0
H 5.008 -3.222 -3.596 0.0 0.0 0.0
H 4.266 -0.246 -3.573 0.0 0.0 0.0
H 4.886 -1.136 -4.969 0.0 0.0 0.0
H 5.920 -0.880 -3.562 0.0 0.0 0.0
```
Positions in Å, forces in eV/Å.

Computed properties:
LUMO (alpha / beta) in eV: -2.809 / -5.005
Multiplicity: 2
Energy relative to the best compared isomer or geometry (same formula, charge and spin) in kcal per mole: 0.0
Total charge: +1
Gap between HOMO and LUMO (alpha / beta) in Ha: 0.274 / 0.193
Calculated total energy in Eh: -8431.92078

Partial atomic charges computed with the Mulliken method, in multiples of e: atom 1 (Ir): 4.6881, atom 2 (Br): -0.1836, atom 3 (C): 0.4898, atom 4 (C): -0.4342, atom 5 (C): 0.0238, atom 6 (Br): -0.1958, atom 7 (C): 0.5074, atom 8 (C): -0.7653, atom 9 (C): -1.2714, atom 10 (C): -0.0126, atom 11 (N): -0.9026, atom 12 (C): 0.1645, atom 13 (C): -0.2997, atom 14 (O): -1.8883, atom 15 (H): 0.4989, atom 16 (H): 0.3866, atom 17 (H): 0.4516, atom 18 (H): 0.6783, atom 19 (C): -0.7956, atom 20 (C): -0.9452, atom 21 (N): 0.1525, atom 22 (C): -0.6118, atom 23 (C): -0.8033, atom 24 (C): 0.4070, atom 25 (S): -0.7328, atom 26 (N): -0.0271, atom 27 (C): -0.7195, atom 28 (O): -1.0057, atom 29 (C): 0.8860, atom 30 (C): -0.1700, atom 31 (C): -0.8410, atom 32 (C): -0.4856, atom 33 (C): -0.8944, atom 34 (C): -0.3698, atom 35 (H): 0.4147, atom 36 (H): 0.1389, atom 37 (H): 0.2790, atom 38 (H): 0.4761, atom 39 (H): 0.4339, atom 40 (H): 0.2974, atom 41 (H): 0.4301, atom 42 (H): 0.1191, atom 43 (H): 0.4084, atom 44 (H): 0.2237, atom 45 (H): 0.4569, atom 46 (H): 0.4438, atom 47 (H): 0.4399, atom 48 (H): 0.4484, atom 49 (H): 0.6157, atom 50 (C): -0.7053, atom 51 (O): -0.4463, atom 52 (C): 0.5928, atom 53 (S): -0.0522, atom 54 (S): -0.3166, atom 55 (H): 0.3096, atom 56 (H): 0.2260, atom 57 (H): 0.4234, atom 58 (C): -0.8269, atom 59 (C): -0.8863, atom 60 (N): 0.2615, atom 61 (C): 0.6204, atom 62 (S): -0.4716, atom 63 (N): -0.1461, atom 64 (C): -0.7798, atom 65 (C): -0.9202, atom 66 (H): 0.3840, atom 67 (H): 0.2139, atom 68 (H): 0.2503, atom 69 (H): 0.3186, atom 70 (H): 0.4944, atom 71 (H): -0.0780, atom 72 (H): 0.2219, atom 73 (H): 0.3788, atom 74 (H): 0.3957, atom 75 (H): 0.2374, atom 76 (H): 0.3852, atom 77 (H): 0.3104